(1)
The following is a quantum chemistry calculation of a cluster of 5 separate species, C23H40O11P2 in total at a distorted geometry, from the Open Molecules 2025 dataset.

Results
Highest occupied orbital energy (eV): -7.7

Structure (ORCA input):
```
! wB97M-V def2-TZVPD RIJCOSX def2/J DEFGRID3
* xyz 0 1
C 2.023 -1.362 1.880
C 0.871 -1.400 1.168
P 0.579 0.056 0.105
C 1.292 -0.232 -1.607
C 2.400 0.812 -1.886
C 2.462 1.255 -3.365
C 2.004 2.707 -3.559
C 3.027 3.718 -3.047
P -1.589 -0.050 -0.184
O -2.287 -1.269 0.256
O -1.852 0.363 -1.722
O -2.118 1.260 0.577
H 2.093 -1.612 2.933
H 2.897 -1.017 1.326
H 0.175 -2.233 1.232
H 0.481 -0.114 -2.323
H 1.696 -1.243 -1.637
H 3.357 0.419 -1.537
H 2.166 1.695 -1.282
H 1.822 0.591 -3.946
H 3.483 1.135 -3.740
H 1.787 2.867 -4.619
H 1.071 2.828 -2.994
H 2.673 4.741 -3.120
H 3.219 3.540 -1.984
H 3.972 3.610 -3.587
H -1.838 -0.426 -2.283
H -1.532 2.011 0.410
O 0.981 -4.611 2.672
C 0.157 -4.426 3.522
C -0.976 -5.359 3.907
C -1.902 -4.443 4.701
C -0.922 -3.433 5.282
O 0.129 -3.328 4.293
H -0.563 -6.166 4.516
H -1.436 -5.776 3.016
H -2.486 -4.946 5.463
H -2.587 -3.938 4.017
H -0.485 -3.772 6.221
H -1.355 -2.448 5.430
O 2.088 6.364 -1.546
C 1.840 7.380 -2.124
C 1.498 8.738 -1.540
C 0.907 9.483 -2.733
C 1.625 8.816 -3.901
O 1.857 7.463 -3.479
H 2.423 9.194 -1.182
H 0.811 8.624 -0.706
H 1.051 10.561 -2.707
H -0.164 9.286 -2.797
H 2.591 9.280 -4.112
H 1.039 8.792 -4.817
O 0.953 -1.661 -4.602
C 1.292 -1.588 -5.746
C 0.540 -2.053 -6.980
C 1.624 -2.061 -8.055
C 2.568 -0.975 -7.551
O 2.464 -1.021 -6.119
H -0.246 -1.326 -7.190
H 0.089 -3.025 -6.800
H 1.260 -1.873 -9.062
H 2.136 -3.024 -8.054
H 2.268 0.021 -7.883
H 3.607 -1.139 -7.822
O -2.431 -4.593 7.757
C -3.548 -4.473 8.170
C -4.591 -5.553 8.386
C -5.883 -4.753 8.524
C -5.371 -3.434 9.093
O -4.051 -3.275 8.545
H -4.334 -6.091 9.300
H -4.590 -6.248 7.551
H -6.637 -5.222 9.152
H -6.319 -4.584 7.539
H -5.288 -3.458 10.182
H -5.966 -2.572 8.804
*
```

(2)
The following is a quantum chemistry calculation of an isolated molecule of C3H7N3S2 at a distorted geometry, from the Open Molecules 2025 dataset.

Results
ΔE to the lowest compared entry with this formula, charge and spin (kcal per mole): 98.7
Highest occupied orbital energy (eV): -8.0

Structure (ORCA input):
```
! wB97M-V def2-TZVPD RIJCOSX def2/J DEFGRID3
* xyz 0 1
C -1.904 -1.737 0.314
N -0.738 -1.153 -0.152
C -0.438 -0.603 -1.293
S 1.067 -0.027 -1.689
N 0.298 -1.305 0.678
C 0.976 -0.308 1.149
N 0.939 1.079 1.139
S -0.462 1.818 0.798
H -1.521 -2.728 0.721
H -2.658 -1.249 1.009
H -2.712 -1.965 -0.540
H -1.209 -0.381 -2.004
H 1.737 -0.827 1.781
H 1.904 1.753 1.126
H -0.501 2.285 -0.517
*
```

(3)
The following is a quantum chemistry calculation of a structure of composition C40H56IrN2O3P2 at a distorted geometry, from the Open Molecules 2025 dataset.

Results
ΔE to the lowest compared entry with this formula, charge and spin (kcal per mole): 6.0
Highest occupied orbital energy (alpha / beta) (eV): -6.7 / -6.8
Expectation value of S²: 0.7948

Structure (ORCA input):
```
! wB97M-V def2-TZVPD RIJCOSX def2/J DEFGRID3
* xyz 0 2
Ir 0.984 0.984 0.438
N 3.224 1.175 0.011
C 4.226 0.873 1.049
C 3.741 1.350 2.398
C 2.682 0.383 2.890
O 2.988 -0.509 3.660
O 1.480 0.588 2.439
H 3.452 0.662 -0.835
H 3.264 2.162 -0.210
H 5.186 1.336 0.804
H 4.378 -0.207 1.082
H 3.324 2.358 2.322
H 4.566 1.348 3.108
C 1.097 3.108 0.453
H 0.618 3.532 -0.432
H 2.153 3.395 0.468
O 1.186 -1.087 -0.822
P 0.643 -2.358 -1.433
C 2.021 -3.499 -1.904
C 3.256 -2.697 -2.390
C 4.065 -2.081 -1.245
C 4.487 -3.126 -0.217
C 3.241 -3.832 0.306
C 2.510 -4.511 -0.855
C -0.763 -3.118 -0.481
C -0.705 -4.541 0.105
C -0.012 -4.642 1.464
C -0.625 -3.652 2.449
C -0.516 -2.235 1.894
C -1.272 -2.116 0.571
C -0.227 -2.112 -3.049
C 0.636 -1.590 -4.210
C 1.027 -0.125 -4.010
C -0.237 0.734 -3.978
C -1.148 0.275 -2.841
C -1.481 -1.215 -2.957
H 1.611 -4.058 -2.754
H 2.963 -1.899 -3.071
H 3.896 -3.386 -2.951
H 3.432 -1.351 -0.742
H 4.939 -1.572 -1.660
H 5.026 -2.647 0.604
H 5.160 -3.858 -0.675
H 2.591 -3.089 0.778
H 3.508 -4.575 1.060
H 1.693 -5.126 -0.492
H 3.216 -5.184 -1.355
H -1.519 -3.182 -1.267
H -0.273 -5.237 -0.616
H -1.746 -4.851 0.247
H 1.050 -4.420 1.377
H -0.107 -5.666 1.836
H -0.118 -3.722 3.413
H -1.681 -3.900 2.608
H 0.536 -1.972 1.745
H -0.927 -1.522 2.606
H -1.195 -1.093 0.203
H -2.335 -2.317 0.748
H -0.547 -3.133 -3.297
H 0.037 -1.660 -5.124
H 1.512 -2.219 -4.364
H 1.690 0.201 -4.815
H 1.556 -0.007 -3.059
H -0.762 0.636 -4.935
H 0.023 1.787 -3.846
H -2.077 0.850 -2.848
H -0.659 0.470 -1.888
H -2.063 -1.379 -3.871
H -2.124 -1.496 -2.121
N -0.886 1.255 0.444
P -1.883 2.359 0.940
C -1.053 3.761 1.621
C -1.759 4.872 2.044
C -1.112 6.001 2.526
C 0.311 6.025 2.554
C 1.041 4.946 2.196
C 0.436 3.649 1.750
C -3.026 1.711 2.193
C -2.474 0.764 3.056
C -3.272 0.135 3.999
C -4.622 0.451 4.085
C -5.168 1.409 3.243
C -4.374 2.043 2.297
C -2.915 2.898 -0.453
C -2.547 3.998 -1.219
C -3.213 4.273 -2.406
C -4.246 3.452 -2.833
C -4.602 2.338 -2.084
C -3.928 2.051 -0.907
H -2.842 4.871 1.967
H -1.679 6.862 2.851
H 0.814 6.935 2.860
H 2.125 4.986 2.228
H 0.668 2.894 2.520
H -1.420 0.528 2.960
H -2.841 -0.601 4.666
H -5.250 -0.050 4.810
H -6.218 1.661 3.322
H -4.804 2.790 1.641
H -1.747 4.643 -0.877
H -2.922 5.130 -3.001
H -4.771 3.675 -3.754
H -5.400 1.687 -2.420
H -4.179 1.168 -0.331
*
```

(4)
The following is a quantum chemistry calculation of an isolated molecule of C10H19N3S at a distorted geometry, from the Open Molecules 2025 dataset.

Results
ΔE to the lowest compared entry with this formula, charge and spin (kcal per mole): 13.1
Highest occupied orbital energy (eV): -8.7

Structure (ORCA input):
```
! wB97M-V def2-TZVPD RIJCOSX def2/J DEFGRID3
* xyz 0 1
C -6.323 -1.844 0.130
C -5.135 -0.951 0.467
C -5.036 0.235 -0.491
C -3.924 1.220 -0.132
C -2.521 0.648 -0.328
C -1.445 1.701 -0.070
C -0.032 1.208 -0.376
C 0.454 0.137 0.607
C 1.838 -0.283 0.294
N 2.188 -1.443 -0.105
N 3.487 -1.593 -0.351
C 4.175 -0.522 -0.150
N 5.497 -0.397 -0.402
S 3.205 0.845 0.411
H -7.253 -1.283 0.194
H -6.379 -2.683 0.820
H -6.229 -2.236 -0.880
H -4.220 -1.543 0.419
H -5.239 -0.579 1.489
H -4.876 -0.135 -1.506
H -5.990 0.769 -0.482
H -4.043 1.537 0.907
H -4.030 2.109 -0.760
H -2.376 -0.195 0.348
H -2.424 0.279 -1.351
H -1.498 2.028 0.971
H -1.648 2.571 -0.699
H 0.002 0.802 -1.389
H 0.658 2.056 -0.333
H -0.176 -0.751 0.551
H 0.415 0.536 1.624
H 5.998 0.349 0.049
H 5.996 -1.259 -0.549
*
```

(5)
The following is a quantum chemistry calculation of a structure of composition C21H47O2P3Ti at a distorted geometry, from the Open Molecules 2025 dataset.

Results
ΔE to the lowest compared entry with this formula, charge and spin (kcal per mole): 0.0
Highest occupied orbital energy (alpha / beta) (eV): -17.3 / -16.6
Expectation value of S²: 0.7649

Structure (ORCA input):
```
! wB97M-V def2-TZVPD RIJCOSX def2/J DEFGRID3
* xyz 3 2
Ti -0.282 0.293 -0.314
P -1.911 -1.619 0.187
P 1.146 -0.744 1.629
P 1.255 -1.464 -1.602
H -1.172 6.172 -6.443
C -1.187 5.213 -6.987
C -2.186 4.318 -6.833
H -3.088 4.503 -6.220
C -3.359 -0.907 1.030
C -1.529 -3.069 1.225
C -2.580 -2.345 -1.344
C 2.717 0.186 1.796
C 0.229 -0.334 3.163
C 1.709 -2.447 2.009
C 0.819 -1.394 -3.383
C 1.459 -3.268 -1.355
C 2.987 -0.849 -1.601
H -0.361 5.040 -7.705
H -2.142 3.345 -7.335
H -3.731 -0.012 0.520
H -3.101 -0.621 2.058
H -4.159 -1.658 1.050
H -1.275 -2.769 2.247
H -0.697 -3.652 0.818
H -2.423 -3.706 1.259
H -2.889 -1.545 -2.029
H -3.452 -2.962 -1.091
H -1.838 -2.969 -1.858
H 3.192 -0.105 2.743
H 2.529 1.266 1.794
H 3.383 -0.034 0.952
H 0.898 -0.492 4.023
H -0.663 -0.964 3.273
H -0.109 0.712 3.159
H 2.782 -2.437 2.224
H 1.545 -3.131 1.172
H 1.173 -2.846 2.878
H 1.336 -2.202 -3.920
H 1.104 -0.421 -3.807
H -0.269 -1.515 -3.493
H 1.592 -3.748 -2.335
H 0.565 -3.691 -0.877
H 2.342 -3.466 -0.735
H 3.420 -0.985 -2.609
H 3.589 -1.385 -0.852
H 2.970 0.223 -1.356
C -0.486 1.839 -2.908
C 0.620 2.704 -2.796
C 1.142 3.264 -3.966
C 0.584 2.947 -5.212
C -0.625 2.252 -5.262
C -1.219 1.762 -4.105
O -0.769 0.961 -1.946
H 1.180 1.079 -0.588
H 1.072 2.830 -1.807
H 1.971 3.963 -3.863
H 1.045 3.333 -6.129
H -1.193 2.161 -6.178
H -2.187 1.245 -4.096
C 0.205 4.062 0.787
C -0.154 2.807 1.550
O -1.002 1.896 0.754
C -2.311 2.494 0.348
C -3.136 2.849 1.567
H 0.649 3.835 -0.188
H 0.954 4.626 1.351
H -0.675 4.697 0.648
H 0.748 2.241 1.826
H -0.728 3.022 2.463
H -2.100 3.383 -0.261
H -2.823 1.749 -0.285
H -2.677 3.680 2.116
H -4.129 3.175 1.245
H -3.283 2.001 2.245
*
```

(6)
The following is a quantum chemistry calculation of a structure of composition C23H12Cl5MnN4OS at a distorted geometry, from the Open Molecules 2025 dataset.

Results
ΔE to the lowest compared entry with this formula, charge and spin (kcal per mole): 24.2
Highest occupied orbital energy (alpha / beta) (eV): -11.4 / -11.4
Expectation value of S²: 1.1261

Structure (ORCA input):
```
! wB97M-V def2-TZVPD RIJCOSX def2/J DEFGRID3
* xyz 1 2
Mn -0.286 1.228 -0.519
N 1.212 1.324 3.216
C -0.063 1.346 3.759
C -0.520 1.385 5.069
C -1.894 1.400 5.242
C -2.776 1.377 4.152
C -2.308 1.338 2.852
C -0.928 1.323 2.662
N -0.190 1.285 1.496
C 1.077 1.290 1.870
C 2.139 1.264 0.873
C 3.482 1.271 1.083
S 4.288 1.246 -0.429
C 2.787 1.227 -1.231
N 1.741 1.237 -0.452
H 2.078 1.334 3.726
H 0.154 1.404 5.914
H -2.295 1.431 6.245
H -3.842 1.390 4.327
H -2.980 1.320 2.005
H 4.032 1.293 2.008
H 2.710 1.208 -2.309
Cl -0.207 -0.862 -3.991
C -0.233 0.859 -3.839
C -0.255 1.387 -2.573
C -0.269 2.774 -2.403
Cl -0.272 3.595 -0.746
C -0.264 3.633 -3.495
Cl -0.276 5.347 -3.285
C -0.248 3.083 -4.778
Cl -0.243 4.120 -6.157
C -0.232 1.701 -4.952
Cl -0.205 1.021 -6.534
N -0.267 -0.748 -0.507
C -0.255 -1.889 -0.533
C -0.241 -3.317 -0.590
C 0.973 -3.995 -0.697
C 0.981 -5.378 -0.755
C -0.217 -6.082 -0.707
C -1.426 -5.405 -0.602
C -1.443 -4.022 -0.543
H 1.906 -3.449 -0.736
H 1.919 -5.908 -0.838
H -0.207 -7.162 -0.754
H -2.355 -5.957 -0.567
H -2.386 -3.497 -0.464
O -1.893 1.230 -0.513
*
```

(7)
The following is a quantum chemistry calculation of a cluster of 7 separate species, C32H66N3O15S in total at a distorted geometry, from the Open Molecules 2025 dataset.

Results
Highest occupied orbital energy (eV): -11.6

Structure (ORCA input):
```
! wB97M-V def2-TZVPD RIJCOSX def2/J DEFGRID3
* xyz 1 1
O -4.632 3.104 3.836
S -3.952 1.836 3.408
O -2.644 2.258 2.787
O -4.913 0.995 2.340
C -3.693 0.750 4.886
C -2.403 -0.195 4.708
C -2.803 -1.743 4.858
C -1.511 -2.680 4.620
N -0.382 -1.961 3.985
C -0.220 -1.767 2.689
N 1.003 -1.404 2.062
C 1.244 -2.294 0.872
C 0.332 -3.608 1.007
C -1.202 -3.234 1.124
N -1.384 -1.875 1.796
H -4.468 0.904 1.473
H -3.605 1.368 5.832
H -4.597 0.080 5.060
H -2.042 -0.015 3.658
H -1.590 0.061 5.455
H -3.622 -1.947 4.110
H -3.259 -1.942 5.880
H -1.128 -3.043 5.624
H -1.868 -3.580 4.052
H 0.304 -1.533 4.620
H 1.737 -1.522 2.768
H 2.340 -2.558 0.881
H 0.955 -1.812 -0.110
H 0.692 -4.295 1.836
H 0.472 -4.175 0.036
H -1.600 -3.136 0.074
H -1.802 -3.963 1.750
H -1.195 -1.205 1.037
O 6.062 -1.008 3.459
C 5.471 -0.023 3.091
O 4.350 -0.153 2.362
C 3.487 0.939 2.001
C 4.001 1.662 0.773
C 6.019 1.351 3.361
H 3.331 1.607 2.851
H 2.516 0.496 1.775
H 4.984 2.103 0.948
H 3.313 2.456 0.480
H 4.111 0.967 -0.056
H 6.806 1.569 2.637
H 6.439 1.360 4.366
H 5.270 2.138 3.333
O 2.987 1.200 -1.921
C 2.711 2.003 -2.783
O 3.616 2.315 -3.716
C 3.345 3.136 -4.864
C 3.437 4.608 -4.516
C 1.391 2.724 -2.766
H 2.386 2.867 -5.315
H 4.110 2.894 -5.602
H 2.701 4.892 -3.762
H 3.276 5.222 -5.404
H 4.419 4.838 -4.100
H 1.439 3.538 -2.041
H 0.618 2.017 -2.466
H 1.091 3.118 -3.733
O -9.953 -1.073 -0.253
C -9.329 -0.078 0.015
O -8.812 0.074 1.246
C -7.930 1.138 1.626
C -8.703 2.394 1.975
C -9.196 1.038 -0.985
H -7.175 1.309 0.854
H -7.396 0.791 2.510
H -9.274 2.766 1.123
H -8.026 3.182 2.308
H -9.422 2.186 2.770
H -10.113 1.629 -0.984
H -9.049 0.599 -1.971
H -8.343 1.690 -0.808
O -0.045 -3.849 -2.537
C 0.519 -4.713 -3.168
O 1.448 -5.471 -2.571
C 2.069 -6.617 -3.176
C 3.219 -6.206 -4.073
C 0.256 -4.886 -4.638
H 1.327 -7.230 -3.694
H 2.452 -7.224 -2.355
H 2.883 -5.577 -4.898
H 3.713 -7.086 -4.489
H 3.950 -5.624 -3.509
H 0.818 -4.133 -5.192
H -0.810 -4.746 -4.814
H 0.503 -5.875 -5.016
O 2.605 2.736 4.527
C 1.647 3.175 5.119
O 1.414 2.798 6.385
C 0.399 3.370 7.222
C -0.952 2.736 6.958
C 0.659 4.071 4.423
H 0.382 4.457 7.120
H 0.700 3.160 8.250
H -1.282 2.902 5.930
H -1.706 3.144 7.633
H -0.896 1.654 7.102
H -0.012 3.460 3.816
H 1.211 4.753 3.777
H 0.074 4.691 5.097
O 3.754 2.541 -8.499
C 3.348 1.406 -8.511
O 3.145 0.760 -7.350
C 2.526 -0.527 -7.234
C 3.524 -1.639 -7.485
C 3.152 0.672 -9.810
H 1.648 -0.594 -7.883
H 2.160 -0.598 -6.208
H 3.935 -1.594 -8.494
H 3.055 -2.615 -7.347
H 4.368 -1.553 -6.797
H 4.120 0.316 -10.167
H 2.732 1.367 -10.535
H 2.459 -0.163 -9.745
*
```

Number 1: electronic energy -2410.805070 a.u.. Number 2: electronic energy -1079.009604 a.u.. Number 3: electronic energy -2680.058547 a.u.. Number 4: electronic energy -954.888448 a.u.. Number 5: electronic energy -2851.358145 a.u.. Number 6: electronic energy -5027.828471 a.u.. Number 7: electronic energy -2949.661801 a.u..